(1)
{"formula": "C6H8OS", "method": "the ωB97M-V functional and the def2-TZVPD basis", "species": ["C", "H", "C", "H", "C", "H", "H", "O", "C", "C", "H", "S", "C", "H", "H", "H"], "coordinates": [[-0.8840, 0.8275, -0.2154], [0.9203, -2.4659, -1.2714], [1.5254, -1.8861, -0.4722], [-0.0219, 2.7772, -0.5903], [-1.8166, -0.0682, -0.0709], [-1.6631, 2.4139, -0.8869], [2.2557, -2.5455, 0.0707], [0.4958, 0.3147, -0.1471], [1.2120, 0.0996, 1.1145], [0.6207, -1.0103, 0.4016], [2.0741, -1.2657, -1.0732], [-3.1573, -0.8912, -0.2716], [-0.9431, 2.2944, -0.1380], [-0.4034, -1.5510, 0.6377], [-0.8601, 2.6937, 0.8550], [0.6454, 0.2630, 2.0576]], "relative_energy_kcal_mol": 174.8, "energy_ha": -706.56765, "e_homo_ha": [-0.275, -0.275]}


(2)
{"formula": "C25H32FN6O2", "method": "the ωB97M-V functional and the def2-TZVPD basis", "species": ["C", "N", "H", "H", "H", "H", "C", "H", "C", "H", "H", "H", "C", "H", "H", "C", "C", "H", "C", "H", "C", "C", "H", "C", "F", "H", "C", "N", "H", "H", "C", "O", "N", "H", "C", "H", "C", "C", "N", "N", "C", "C", "N", "H", "H", "C", "H", "H", "C", "C", "O", "H", "C", "H", "H", "C", "H", "H", "C", "H", "C", "C", "H", "H", "H", "H"], "coordinates": [[1.9984, 0.5123, 0.7124], [1.7099, -3.8768, -0.0969], [-3.9194, -2.6353, 0.0042], [-2.7602, -2.2735, 2.2074], [2.8315, -2.9528, -3.3669], [-3.5302, 3.6607, 1.8908], [-5.8967, 1.8748, 0.2679], [-1.8763, -1.8584, -1.7292], [-3.4435, -1.6728, -0.2156], [-1.5947, 0.0293, -0.1569], [2.4994, -0.4174, 0.9257], [5.1941, 2.2831, 3.0196], [0.2114, -0.6892, -0.6441], [-3.9974, -1.1945, -1.0237], [5.1660, -3.1258, -1.9137], [-1.0780, -1.1217, 1.4471], [-5.2839, 2.9759, 0.8437], [4.4921, -1.3835, -0.3650], [1.9181, 2.8945, 0.9800], [-0.5546, -0.2874, 1.9140], [2.5593, 1.6844, 1.2281], [-1.9730, -1.9190, -0.6445], [-5.8000, -0.2207, -0.1138], [5.3051, -2.1032, -2.2642], [-2.1757, 1.5007, 1.9598], [-2.6749, -0.6369, 2.8568], [3.2040, -1.9281, -3.3974], [2.5980, -3.3761, -0.8379], [-0.9927, 3.5302, -1.9366], [-1.9631, 3.4566, -0.4364], [4.4571, -1.1492, -1.4275], [-0.9953, 1.6956, -0.9650], [0.7232, -3.0174, 0.1135], [6.3631, -1.8565, -2.2241], [-4.0428, 2.8280, 1.4351], [2.5280, -0.3194, -2.0486], [4.7110, -1.9434, -3.6588], [0.1876, 1.7722, -0.2597], [2.2284, -2.1361, -1.1578], [-1.1282, -0.8848, -0.0141], [-3.4357, 1.5888, 1.4367], [-1.6415, 2.9036, -1.3215], [-3.4727, -0.8205, 0.9450], [5.0284, -0.9950, -4.0939], [-5.7659, 3.9395, 0.8351], [0.8419, 0.5493, -0.0397], [3.6559, 3.1556, 3.2196], [0.0179, -0.4818, -1.7080], [-4.0379, 0.4515, 0.8943], [0.7416, 2.9337, 0.2499], [3.6963, 1.5253, 1.9314], [0.2646, 3.8860, 0.0898], [-2.5368, -1.2317, 1.9557], [2.6539, -1.3831, -4.1629], [4.6262, 3.3735, 1.7326], [-5.2909, 0.6344, 0.3017], [4.9970, -2.7461, -4.3338], [2.3191, 3.8201, 1.3576], [1.0392, -1.9209, -0.5449], [-2.5168, 2.6094, -1.8981], [4.3153, 2.6610, 2.5015], [3.0335, -1.2871, -2.0018], [-6.8654, 1.9777, -0.1945], [-0.5238, -2.0448, 1.6211], [-1.6084, -2.8928, -0.3128], [4.7964, -0.1224, -1.5630]], "total_charge": 1, "relative_energy_kcal_mol": 0.5, "energy_ha": -1550.45675, "smiles": "COc1ccc(OC)c([C@@H](c2nnnn2C2CCCC2)[NH+]2CCN(c3ccccc3F)CC2)c1", "e_homo_ha": -0.407}


(3)
{"formula": "C5H8FO4Pb", "method": "the ωB97M-V functional and the def2-TZVPD basis", "species": ["C", "H", "H", "O", "O", "H", "H", "H", "C", "H", "O", "C", "H", "O", "H", "F", "Pb", "C", "C"], "coordinates": [[0.5860, 1.3341, -0.7952], [1.3313, 0.5946, -1.1319], [2.2111, -1.6213, 1.7902], [-0.5748, 1.3087, 2.4566], [0.5930, 1.5424, 0.5969], [2.4828, -0.4316, 0.4903], [0.8554, 2.2915, -1.2684], [0.3293, -1.2954, -0.6385], [2.0280, -1.4018, 0.7310], [2.5298, -2.1680, 0.1254], [-0.2307, -0.5396, 1.2234], [0.5489, -1.4495, 0.4255], [-0.8397, 0.8311, -2.4261], [-1.7443, 1.0122, -0.6121], [0.1332, -2.4285, 0.6860], [-5.5401, 0.0080, -1.1463], [-3.8816, 0.6880, -0.6662], [-0.7430, 0.9369, -1.3326], [-0.0746, 0.7881, 1.4920]], "total_charge": 1, "relative_energy_kcal_mol": 31.0, "energy_ha": -788.65552, "e_homo_ha": -0.521}


(4)
{"formula": "C3H4MnO4", "method": "the ωB97M-V functional and the def2-TZVPD basis", "species": ["H", "O", "H", "C", "O", "O", "C", "H", "H", "C", "Mn", "O"], "coordinates": [[1.4700, 0.0046, -1.0849], [-0.9885, -0.8247, -0.0180], [0.4108, -1.9015, 1.0595], [0.2815, -1.4042, 0.0782], [-1.6149, 1.3451, 1.0052], [-0.9395, 1.3949, -1.1069], [-0.7846, 0.8247, 0.1011], [2.1802, -0.3809, 0.5384], [0.4633, -2.1293, -0.7357], [1.2545, -0.2294, -0.0299], [-2.2745, 2.4498, -0.3572], [0.5418, 0.8510, 0.5501]], "relative_energy_kcal_mol": 10.0, "energy_ha": -1568.59684, "spin_multiplicity": 6, "s_squared": 8.7583, "e_homo_ha": [-0.317, -0.319]}


(5)
{"formula": "C42H43N2O4S2Ti", "method": "the ωB97M-V functional and the def2-TZVPD basis", "species": ["C", "C", "H", "S", "H", "H", "C", "H", "H", "H", "C", "H", "H", "C", "O", "C", "H", "H", "C", "H", "H", "C", "C", "S", "C", "C", "H", "H", "O", "O", "C", "C", "C", "C", "H", "C", "C", "H", "H", "H", "C", "O", "H", "C", "C", "C", "C", "H", "C", "H", "C", "N", "C", "H", "H", "H", "H", "H", "H", "C", "H", "H", "H", "H", "C", "Ti", "H", "H", "C", "C", "C", "H", "H", "C", "C", "C", "H", "H", "C", "C", "H", "H", "H", "C", "C", "C", "H", "H", "C", "N", "C", "H", "C", "C"], "coordinates": [[-0.3664, 3.9118, 0.6062], [-2.0141, 3.5815, -1.7117], [-0.9057, -5.1763, 1.0429], [2.0723, 1.3093, -3.6292], [-2.8507, 1.0872, 3.9724], [6.3362, 2.7632, -0.0067], [1.4991, 0.4852, -2.1963], [-1.3315, 2.7721, 3.7965], [-4.9277, -0.4062, 1.5586], [4.3208, 3.5562, -4.4374], [-1.4649, 2.8779, 0.6428], [0.4764, 3.5754, -0.0022], [-5.8095, 0.8438, 0.6960], [-0.1128, -3.2620, -1.6259], [-1.6525, -1.3753, -0.2569], [-1.6458, -2.6983, 0.3349], [0.1240, 2.6480, 2.8056], [6.1577, 1.0003, 2.4500], [-3.6744, 1.1512, 0.7107], [-5.2484, -5.0929, -1.4282], [-0.9543, 3.8060, -1.7965], [-4.8878, 0.2551, 0.7017], [-2.8327, 1.2448, 1.8221], [-0.2103, 0.6746, -1.9410], [-3.5588, -4.0363, -0.6435], [3.8668, 1.0446, -3.5639], [1.5586, -3.0119, 1.0452], [0.5888, -6.7456, -0.1347], [-0.4834, -1.2844, 1.8686], [-1.1532, -3.2792, 2.6182], [-5.2164, -3.3420, 1.4656], [2.2061, -2.2751, 1.5156], [5.1807, 1.9282, -1.6032], [4.4576, 2.2910, 2.1952], [-1.9050, -1.4073, -1.1886], [6.0407, 4.1767, -1.5905], [-4.3449, 1.8283, -1.6169], [-2.5610, 4.5300, -1.7039], [-2.9133, -4.3250, -1.4634], [1.6410, -6.0862, -2.2797], [5.8960, 2.9415, -0.9785], [1.1705, 1.3379, 0.9657], [4.0478, 0.0706, -3.1148], [-0.8352, 2.1903, 3.0141], [5.1313, 1.0770, 2.1173], [-1.7059, 2.0913, 1.7802], [0.7255, -4.1477, -2.2931], [6.5981, 4.9648, -1.1006], [2.3318, -1.0416, 0.6843], [3.2146, -2.6982, 1.5842], [-2.3067, 2.7669, -0.4747], [1.7265, -0.9750, -0.4740], [-3.9053, -2.8990, 1.4384], [-5.8575, -3.0763, 2.2966], [4.9674, 3.1619, 2.5874], [5.5744, 5.3598, -3.3215], [1.8682, -2.0590, 2.5273], [4.9925, -0.9863, 1.5415], [-4.0750, 0.9998, -2.2802], [-3.4107, 1.9173, -0.4343], [2.6042, 3.3434, 1.8613], [-2.5558, -0.4358, 3.1646], [-2.2910, 3.0440, -2.6157], [-0.6318, 1.2013, 3.4282], [-3.1254, 0.4957, 3.1012], [0.0397, -0.0527, 0.4054], [-4.1813, 0.2593, 3.2035], [-6.7302, -4.4802, 0.4555], [-3.0644, -3.2407, 0.3841], [4.7644, 3.3828, -3.4630], [-5.7064, -4.1300, 0.4327], [1.1841, -3.8436, -3.2251], [5.0477, 0.9712, -1.1143], [3.1383, 2.4050, 1.7882], [5.4675, 4.3980, -2.8363], [3.1640, 0.0712, 1.1761], [-4.3312, 2.7380, -2.2113], [-3.5249, -2.2972, 2.2533], [0.3939, -5.7691, -0.5587], [-0.4470, -4.8924, 0.1049], [4.1636, 1.0019, -4.6130], [-0.7397, 4.8406, 0.1741], [-5.3731, 1.6626, -1.3016], [4.6168, 2.1382, -2.8551], [-0.7032, -3.6270, -0.4235], [2.4760, 1.2885, 1.2899], [0.0091, 4.1477, 1.5976], [-4.9040, -0.3772, -0.1879], [-1.0588, -2.4449, 1.7499], [2.3203, -0.1490, -1.4375], [0.9834, -5.3998, -1.7623], [-0.2564, -2.2749, -2.0470], [-4.8763, -4.4739, -0.6222], [4.4780, -0.0352, 1.6107]], "relative_energy_kcal_mol": 20.3, "energy_ha": -3682.72470, "spin_multiplicity": 2, "s_squared": 0.7567, "e_homo_ha": [-0.294, -0.302]}


(6)
{"formula": "C3H10NOPS", "method": "the ωB97M-V functional and the def2-TZVPD basis", "species": ["H", "H", "C", "H", "S", "C", "N", "P", "H", "H", "H", "H", "H", "H", "O", "H", "C"], "coordinates": [[-1.2139, -0.6982, -2.7887], [-0.2960, 4.1458, 0.4442], [-0.1786, -0.4784, -2.3653], [0.1767, 0.5583, -2.7380], [1.0386, 2.4379, -0.2557], [0.0463, -2.3182, 1.4640], [0.4115, -1.7836, 0.1559], [-0.4892, -0.5394, -0.4360], [0.1014, -3.3922, 1.4023], [1.3715, -1.6418, 0.0737], [-0.9435, -2.0853, 1.6227], [-1.3463, 3.1458, -0.6228], [0.7631, -1.9731, 2.3464], [0.5491, -1.2597, -2.5409], [-1.8989, -0.5244, -0.0630], [-0.0766, 4.2458, -1.2980], [-0.3147, 3.6345, -0.4637]], "relative_energy_kcal_mol": 82.0, "energy_ha": -989.76731, "e_homo_ha": [-0.307, -0.280]}


Number 1: F_max 3.65 eV/A. Number 2: F_max 1.85 eV/A. Number 3: F_max 6.23 eV/A. Number 4: F_max 3.94 eV/A. Number 5: F_max 1.23 eV/A. Number 6: F_max 3.68 eV/A.